1.
Density functional theory data (ωB97M-V/def2-TZVPD) for C5H10O4 as an isolated structure.

XYZ file:
```
19
Properties=species:S:1:pos:R:3
C -0.120 1.669 1.323
C 1.238 0.085 -1.695
C -0.312 0.551 0.311
C 0.910 -0.030 -0.260
O -1.290 0.861 -0.635
H -1.927 0.123 -0.641
H 1.764 -0.026 0.415
H 0.144 2.589 0.804
H 0.667 1.432 2.040
H -1.051 1.815 1.870
H 2.314 0.029 -1.844
H 0.756 -0.641 -2.345
H 0.911 1.028 -2.146
C -0.758 -0.848 1.131
O 0.455 -1.780 0.122
O -0.319 -2.332 -0.951
O -1.899 -1.237 0.909
H -1.199 -2.434 -0.531
H -0.283 -0.854 2.124
```

Output
Kohn-Sham gap = 9.61 eV
energy above the lowest of the compared OMol25 structures with the same formula, charge and spin = 5.617 eV
E_HOMO = -9.13 eV

Here are the Mulliken charges for atoms 1 to 2, given in e:
1. C -1.681
2. C -1.309

---

2.
Density functional theory data (ωB97M-V/def2-TZVPD) for a 2-piece molecular cluster, C29H33N2 overall.

XYZ file:
```
64
Properties=species:S:1:pos:R:3
C 6.331 -1.224 0.688
C 4.994 -0.571 0.889
C 4.895 0.817 0.972
C 3.677 1.464 1.194
C 3.676 2.955 1.285
C 2.508 0.688 1.296
N 1.258 1.338 1.564
C 0.071 1.058 0.904
C -0.108 0.374 -0.272
N -0.939 1.625 1.677
C -2.302 1.209 1.560
C -2.779 0.225 2.442
C -1.971 -0.221 3.620
C -3.975 -0.429 2.117
C -4.705 -0.085 0.980
C -5.927 -0.886 0.651
C -4.260 0.973 0.188
C -3.049 1.617 0.449
C -2.559 2.698 -0.461
C -0.374 2.235 2.777
C 0.966 2.097 2.690
C 2.601 -0.712 1.315
C 1.418 -1.540 1.701
C 3.832 -1.331 1.043
H 6.224 -2.305 0.586
H 6.846 -0.849 -0.203
H 7.004 -1.033 1.533
H 5.806 1.415 0.869
H 2.671 3.373 1.371
H 4.261 3.300 2.150
H 4.151 3.381 0.390
H -1.108 0.347 -0.670
H 0.796 0.026 -0.762
H -2.561 -0.943 4.199
H -1.041 -0.724 3.304
H -1.694 0.599 4.298
H -4.335 -1.239 2.757
H -6.370 -0.559 -0.290
H -5.674 -1.947 0.563
H -6.688 -0.809 1.434
H -4.841 1.273 -0.688
H -3.341 2.876 -1.210
H -2.367 3.645 0.064
H -1.640 2.417 -0.991
H -0.976 2.726 3.524
H 1.750 2.443 3.349
H 1.692 -2.602 1.667
H 1.060 -1.311 2.720
H 0.576 -1.392 1.010
H 3.890 -2.414 0.974
C -1.181 -1.535 -3.034
C -1.575 -2.663 -3.773
C -1.179 -3.075 -5.048
C -0.222 -2.515 -5.894
C 0.485 -1.331 -5.704
C 0.371 -0.417 -4.661
C -0.361 -0.502 -3.474
H -1.616 -1.438 -2.031
H -2.304 -3.322 -3.281
H -1.666 -3.988 -5.425
H -0.025 -3.060 -6.826
H 1.193 -1.066 -6.503
H 0.969 0.501 -4.773
H -0.259 0.342 -2.787
```

Output
Kohn-Sham gap = 3.65 eV
net charge = +1
energy above the lowest of the compared OMol25 structures with the same formula, charge and spin = 1.300 eV
E_HOMO = -8.81 eV

Here are the Mulliken charges for atoms 1 to 2, given in e:
1. C -1.500
2. C 0.761

---

3.
Density functional theory data (ωB97M-V/def2-TZVPD) for one molecule with the formula C4H3NOS.

XYZ file:
```
10
Properties=species:S:1:pos:R:3
C -1.481 -0.164 -0.107
C -0.526 0.899 0.045
C 0.729 0.759 -0.098
C 1.643 -0.358 -0.215
H -0.002 -1.987 0.881
H -0.718 1.889 0.127
H 1.440 1.600 0.283
N 2.679 -1.075 -0.371
O -2.584 0.283 -0.446
S -1.179 -1.845 -0.098
```

Output
Kohn-Sham gap = 9.41 eV
energy above the lowest of the compared OMol25 structures with the same formula, charge and spin = 2.284 eV
E_HOMO = -10.50 eV
SMILES = N#C/C=C\C(=O)S

Here are the Mulliken charges for atoms 1 to 2, given in e:
1. C 0.435
2. C -0.243

---

4.
Density functional theory data (ωB97M-V/def2-TZVPD) for an isolated ion of composition C7H11FIN2 and charge +1.

XYZ file:
```
22
Properties=species:S:1:pos:R:3
C -0.812 -0.067 -0.374
C -0.304 -2.292 0.344
C -0.742 0.455 1.051
C -1.036 -1.504 -0.686
C -1.446 0.007 2.142
C 0.232 1.594 1.168
C 0.480 1.877 -0.327
N 0.714 -1.727 0.928
N 0.399 0.571 -0.888
F -1.269 0.685 3.253
I -2.507 -1.778 2.364
H -1.677 0.609 -0.809
H -0.777 -3.241 0.457
H -2.176 -1.704 -0.637
H -0.545 -1.696 -1.711
H 1.161 1.137 1.554
H -0.183 2.350 1.854
H 1.478 2.279 -0.311
H -0.164 2.744 -0.709
H 1.520 -2.226 1.462
H 0.883 -0.760 0.490
H 0.471 0.464 -1.894
```

Output
Kohn-Sham gap = 7.97 eV
net charge = +1
energy above the lowest of the compared OMol25 structures with the same formula, charge and spin = 1.203 eV
E_HOMO = -12.48 eV
SMILES = [NH2+]=CC[C@@H]1NCC/C1=C(\F)I

Here are the Mulliken charges for atoms 1 to 2, given in e:
1. C -0.210
2. C -0.689

---

5.
Density functional theory data (ωB97M-V/def2-TZVPD) for a 3-piece molecular cluster, C3H11NO2 overall.

XYZ file:
```
17
Properties=species:S:1:pos:R:3
C -2.030 -1.229 -0.160
C -0.820 -0.779 0.607
C -0.379 0.479 0.714
N -0.289 -1.921 1.309
H -2.599 -2.037 0.630
H -1.767 -1.691 -1.049
H -2.675 -0.491 -0.426
H 0.520 0.704 1.349
H -1.026 1.322 0.976
H -1.052 -2.608 1.215
H 0.754 -1.978 1.151
H 1.715 -0.183 -0.749
H 0.776 -0.177 -2.029
O 1.705 0.075 -1.683
H 2.246 2.940 -0.501
H 0.640 2.611 -0.985
O 1.278 2.951 -0.282
```

Output
Kohn-Sham gap = 9.03 eV
energy above the lowest of the compared OMol25 structures with the same formula, charge and spin = 2.707 eV
E_HOMO = -8.41 eV
SMILES = C=C(C)N.O.O

Here are the Mulliken charges for atoms 1 to 2, given in e:
1. C -1.300
2. C 0.814

---

6.
Density functional theory data (ωB97M-V/def2-TZVPD) for C42H51BBr2Cl2CrN7O2S3 as an isolated structure.

XYZ file:
```
111
Properties=species:S:1:pos:R:3
Cr 0.285 1.651 1.025
C 3.969 -1.840 2.469
C 2.671 -2.168 1.794
C 2.119 -3.417 1.784
C 0.863 -3.666 1.173
N 0.238 -2.710 0.539
N 0.803 -1.503 0.530
B 0.096 -0.447 -0.331
N -1.383 -0.684 -0.459
N -1.879 -0.961 -1.678
C -3.117 -1.358 -1.731
C -3.871 -1.563 -0.531
C -3.379 -1.225 0.689
C -4.126 -1.379 1.978
C -2.076 -0.668 0.681
S -1.312 0.089 2.005
C -3.733 -1.595 -3.099
C -4.193 -3.056 -3.199
C -2.726 -1.296 -4.208
C -4.939 -0.647 -3.236
N 0.742 -0.354 -1.693
N 0.967 -1.534 -2.285
C 1.306 -1.504 -3.543
C 1.465 -0.261 -4.222
C 1.252 0.928 -3.599
C 1.404 2.262 -4.269
C 0.843 0.842 -2.246
S 0.436 2.216 -1.305
C 1.565 -2.828 -4.243
C 3.085 -3.069 -4.223
C 1.067 -2.769 -5.694
C 0.859 -3.971 -3.508
C 1.921 -1.157 1.152
S 2.353 0.520 1.143
C 0.149 -5.018 1.199
C 0.913 -6.043 2.035
C -1.251 -4.810 1.804
C 0.012 -5.524 -0.245
H 4.382 -2.714 2.969
H 3.826 -1.045 3.204
H 4.699 -1.475 1.742
H 2.643 -4.228 2.274
H -4.870 -1.980 -0.601
H -5.095 -1.846 1.814
H -4.281 -0.404 2.449
H -3.552 -1.989 2.680
H -3.344 -3.742 -3.121
H -4.674 -3.218 -4.166
H -4.919 -3.318 -2.425
H -1.845 -1.939 -4.126
H -2.392 -0.255 -4.174
H -3.198 -1.475 -5.175
H -5.720 -0.868 -2.503
H -5.378 -0.760 -4.229
H -4.637 0.396 -3.113
H 1.768 -0.265 -5.262
H 2.006 2.176 -5.171
H 1.865 2.989 -3.600
H 0.423 2.657 -4.547
H 3.626 -2.263 -4.726
H 3.313 -4.001 -4.743
H 3.455 -3.148 -3.197
H 1.703 -2.145 -6.327
H 0.039 -2.398 -5.758
H 1.086 -3.774 -6.117
H 1.185 -4.037 -2.469
H 1.088 -4.914 -4.006
H -0.229 -3.833 -3.512
H 1.043 -5.714 3.071
H 1.895 -6.271 1.609
H 0.346 -6.975 2.058
H -1.187 -4.525 2.859
H -1.818 -5.740 1.737
H -1.795 -4.033 1.262
H 0.992 -5.688 -0.702
H -0.543 -4.808 -0.857
H -0.525 -6.475 -0.247
Br -1.277 5.177 -0.604
C -3.040 4.410 -0.573
Br -3.090 2.504 -0.919
H -3.620 4.885 -1.348
H -3.454 4.575 0.410
Cl 3.632 5.301 5.935
C 3.921 4.847 4.303
C 5.220 4.849 3.812
C 5.484 4.417 2.522
C 4.452 4.001 1.699
C 3.169 4.040 2.206
Cl 1.834 3.725 1.090
C 2.852 4.444 3.506
N 1.532 4.340 3.950
C 0.610 5.379 4.180
C 1.017 6.694 4.338
C 0.094 7.689 4.624
C -1.252 7.388 4.725
C -1.660 6.086 4.509
C -0.751 5.069 4.231
C -1.310 3.662 4.030
C -0.754 2.894 2.872
O -1.183 3.013 1.692
O 0.205 2.038 3.023
H 6.026 5.170 4.460
H 6.500 4.419 2.150
H 4.637 3.684 0.681
H 1.171 3.409 3.885
H 2.071 6.939 4.255
H 0.436 8.705 4.777
H -1.978 8.156 4.953
H -2.718 5.847 4.557
H -2.378 3.758 3.840
H -1.176 3.050 4.926
```

Output
Kohn-Sham gap (alpha / beta) = 5.02 / 4.25 eV
net charge = +2
energy above the lowest of the compared OMol25 structures with the same formula, charge and spin = 0.721 eV
E_HOMO (alpha / beta) = -11.83 / -11.84 eV
2S+1 = 4

Here are the Mulliken charges for atoms 1 to 2, given in e:
1. Cr 0.822
2. C -1.827